(1)
This record from OMol25 describes a 8-piece molecular cluster, C24H40Br4O16 overall at a distorted geometry. The level of theory is ωB97M-V with the def2-TZVPD basis set.

XYZ file:
```
84
Properties=species:S:1:pos:R:3:mulliken_charge:R:1
H 1.881 20.858 17.852 0.337
H -0.979 34.663 15.744 0.346
Br 1.067 35.864 16.460 -0.138
O 2.989 27.867 23.346 -0.298
H 0.966 32.891 15.794 0.394
Br -7.397 33.777 19.045 -0.116
H -5.330 35.292 18.561 0.410
C -3.968 28.065 26.011 -1.448
O -1.872 28.796 26.721 -0.354
C 1.195 21.155 19.806 0.358
H -8.011 25.749 17.486 0.193
O -6.816 25.242 19.172 -0.357
H -7.556 28.892 14.535 0.182
Br -4.722 34.535 21.245 -0.147
H -8.657 23.432 18.488 0.351
C -4.793 28.118 14.533 0.637
H -9.968 24.643 18.139 0.369
C -2.614 29.842 24.772 -0.304
C -2.566 28.576 25.590 0.443
H -3.456 33.526 19.218 0.379
H 4.099 29.592 24.911 0.351
O 4.623 27.638 24.764 -0.303
O -0.984 21.722 19.670 -0.308
H -4.651 27.947 25.170 0.367
H 3.205 21.383 18.891 0.355
H -3.982 27.169 26.632 0.362
H 2.642 19.726 19.011 0.320
H -2.183 29.566 23.810 0.247
H -6.304 28.022 12.021 0.296
O 3.046 25.918 24.574 -0.607
H -0.579 28.547 19.817 0.310
O 0.296 20.033 19.827 -0.365
O -5.350 26.280 20.504 -0.554
H 6.192 30.085 23.409 0.409
C 6.159 29.158 23.981 -1.349
H -4.829 32.527 19.717 0.336
H -7.606 31.067 13.735 0.335
C 0.284 22.241 19.359 -0.415
O -3.711 27.951 15.093 -0.596
H 0.452 23.102 20.006 0.283
H 4.416 28.391 22.024 0.298
O -5.588 29.234 14.726 -0.317
H 6.806 29.402 24.824 0.346
C -4.492 33.551 19.555 -0.522
H -1.057 28.883 18.420 0.326
H 0.446 22.436 18.299 0.292
H -4.465 28.722 26.724 0.365
H 1.547 21.284 20.830 0.318
Br 2.428 33.910 13.932 -0.120
C 3.527 27.036 24.259 0.664
C 2.317 20.753 18.845 -1.309
O -5.256 27.255 13.655 -0.298
H -1.968 27.832 25.064 0.249
H -9.265 26.678 19.978 0.241
C -8.100 25.492 18.541 0.572
C -7.016 30.382 13.125 -1.413
H -5.357 33.825 17.629 0.334
C -0.977 20.399 19.788 0.703
H -3.637 30.149 24.553 0.296
C 3.966 28.784 22.936 -0.542
C -0.042 34.761 15.195 -0.586
O -1.900 19.615 19.921 -0.569
C -1.310 30.106 26.631 0.624
H 6.667 28.440 23.337 0.335
H 3.484 29.723 22.662 0.309
O -7.351 27.281 19.762 -0.360
H -9.338 24.252 19.808 0.366
C -6.446 27.793 13.077 -0.377
C -5.494 34.217 18.637 -0.673
H -7.667 30.112 12.294 0.382
C 0.716 33.481 14.913 -0.589
C -6.402 26.294 19.903 0.692
H -6.167 30.903 12.681 0.339
O -1.840 30.709 25.549 -0.305
O -0.495 30.562 27.409 -0.542
O -0.808 29.285 19.252 -0.635
C 4.668 28.942 24.246 0.386
C -6.714 29.107 13.877 0.540
H -9.010 27.622 18.675 0.338
H -7.294 27.125 13.228 0.292
C -8.517 26.800 19.195 -0.474
H 0.133 32.942 14.166 0.334
H -0.138 35.312 14.260 0.359
C -9.103 24.391 18.752 -1.377
```

Properties
Kohn-Sham gap = 0.365 Ha
E_HOMO = -10.064 eV
SMILES = C[C@H]1COC(=O)O1.C[C@H]1COC(=O)O1.C[C@H]1COC(=O)O1.C[C@H]1COC(=O)O1.C[C@H]1COC(=O)O1.BrCCBr.BrCCBr.O
Electronic energy = -12438.3568 a.u.
Lowest unoccupied orbital energy = -0.1 eV

(2)
This record from OMol25 describes a 5-piece molecular cluster, C24H40N2O10 overall at a distorted geometry. The level of theory is ωB97M-V with the def2-TZVPD basis set.

XYZ file:
```
76
Properties=species:S:1:pos:R:3:mulliken_charge:R:1
C -13.440 3.577 -16.486 -0.284
O -20.906 -1.563 -14.323 -0.610
H -17.439 3.195 -14.029 0.387
N -17.226 -4.740 -13.891 1.102
O -9.079 -1.999 -15.883 -0.218
C -17.316 -4.950 -11.452 -0.525
O -12.841 4.599 -15.712 -0.262
C -8.070 -2.881 -15.454 -0.826
C -17.766 1.669 -15.506 -0.336
C -13.058 9.079 -14.536 -0.652
H -9.377 1.547 -14.558 0.291
H -14.253 -4.473 -14.893 0.283
H -11.058 1.863 -15.120 -0.067
C -12.612 6.843 -15.181 -0.319
H -19.907 -0.080 -12.787 0.493
H -15.015 -0.452 -14.981 0.360
C -8.630 -0.678 -16.011 -0.449
C -9.722 0.097 -16.751 0.023
C -9.987 1.994 -15.344 -0.271
H -15.401 -1.611 -11.062 0.489
H -15.872 -2.569 -13.362 0.628
C -14.624 0.257 -14.239 -0.295
H -14.218 6.021 -16.309 0.281
O -13.650 -0.361 -13.446 -0.453
H -17.080 2.084 -16.231 0.395
H -15.491 0.529 -13.629 0.228
H -18.319 0.027 -16.756 0.449
N -20.071 -1.235 -15.145 1.053
H -12.435 -0.318 -15.121 0.085
H -9.832 3.071 -15.375 0.221
H -14.273 1.170 -14.734 0.028
C -15.933 -2.544 -11.203 -0.568
H -13.078 -4.481 -16.232 0.294
H -13.386 3.784 -17.560 0.376
H -17.520 -4.898 -9.324 0.392
H -12.511 9.991 -14.782 0.239
O -9.672 1.489 -16.620 -0.384
H -11.754 -2.812 -14.809 0.454
C -12.579 -0.908 -14.211 -0.280
H -16.230 -2.882 -9.061 0.382
H -12.918 2.662 -16.209 -0.141
O -17.926 -5.722 -13.972 -0.634
H -9.621 -0.132 -17.812 0.321
C -18.684 1.628 -13.275 -0.419
C -19.298 0.425 -13.523 -0.418
H -8.460 -0.215 -15.027 0.265
H -11.531 6.683 -15.065 0.224
C -17.920 2.253 -14.263 -0.469
C -16.883 -4.252 -12.556 -0.196
H -10.687 -0.319 -16.426 -0.108
H -12.636 6.009 -17.177 0.302
C -17.098 -4.435 -10.203 -0.512
H -14.118 9.308 -14.414 0.240
O -16.765 -4.120 -14.826 -0.609
O -12.898 8.151 -15.590 -0.349
H -13.136 -2.889 -13.626 0.321
C -13.935 -3.943 -15.802 -0.790
H -7.688 -0.638 -16.570 0.352
C -12.724 -2.390 -14.514 -0.464
O -19.916 -1.733 -16.230 -0.600
C -16.394 -3.231 -10.075 -0.473
H -11.676 -0.834 -13.594 0.340
H -14.504 3.448 -16.225 0.131
C -18.427 0.476 -15.777 -0.378
H -13.086 6.596 -14.225 0.331
H -17.891 -5.858 -11.587 0.461
H -8.527 -3.861 -15.388 0.232
O -13.671 -2.580 -15.565 -0.341
C -13.132 5.896 -16.208 -0.500
H -7.629 -2.568 -14.498 0.339
C -19.198 -0.114 -14.792 0.051
H -12.641 8.716 -13.594 0.327
C -16.207 -3.048 -12.451 0.049
H -7.233 -2.893 -16.170 0.325
H -14.774 -4.002 -16.494 0.271
H -18.758 2.118 -12.312 0.385
```

Properties
Kohn-Sham gap = 0.342 Ha
E_HOMO = -9.698 eV
SMILES = O=[N+]([O-])c1ccccc1.O=[N+]([O-])c1ccccc1.COCCOC.COCCOC.COCCOC
Electronic energy = -1800.0726 a.u.
ΔE to the lowest compared entry with this formula, charge and spin = 13.643 eV
Lowest unoccupied orbital energy = -0.4 eV

(3)
This record from OMol25 describes a 2-piece molecular cluster, C24H40N3O2 overall. The level of theory is ωB97M-V with the def2-TZVPD basis set.

XYZ file:
```
69
Properties=species:S:1:pos:R:3:mulliken_charge:R:1
H -0.869 -3.481 -5.054 0.274
C 4.620 0.328 2.993 -1.192
C 4.263 -1.097 2.582 -0.451
H -1.633 -1.610 -0.361 -0.176
H 0.883 6.563 4.221 0.354
C 0.471 0.198 1.558 0.126
C -2.340 -2.265 -0.865 -0.097
H 0.916 7.203 1.272 0.291
H -2.681 -5.932 -5.400 0.394
C -1.850 -4.194 -2.359 -0.738
C 0.300 0.947 0.376 -0.181
H -0.218 -1.234 -1.985 0.317
H -2.477 -3.156 -0.260 0.415
N -1.703 -2.694 -2.194 0.525
H -0.017 7.936 3.572 0.351
H 3.511 6.379 2.127 0.344
C -0.406 4.826 2.830 0.314
C -0.270 -2.295 -2.211 -1.283
C 0.424 6.976 3.316 -0.639
C 0.105 2.197 2.831 0.209
H 1.969 8.069 2.381 0.413
H -0.341 4.597 4.997 0.498
C 0.022 2.279 0.406 -0.786
C 0.765 -1.281 1.511 -0.452
C 1.461 7.118 2.211 -0.438
H -3.308 -4.379 -4.861 0.251
H -4.485 -1.096 -3.183 0.500
H 2.414 5.308 2.993 0.279
C 3.128 -1.150 1.564 -0.260
H -0.371 -5.100 -5.417 0.487
H -2.589 -4.529 -6.459 0.356
H -1.624 -4.616 -1.381 0.354
H 0.518 0.275 3.688 0.506
O 1.945 -1.642 2.181 -0.405
H -0.038 -1.830 2.007 0.422
C -0.080 2.936 1.640 0.367
O -0.689 6.146 2.930 -0.457
H 3.930 -1.656 3.458 0.252
C -3.654 -1.552 -1.202 -0.782
C -0.247 4.077 4.050 -0.183
C 0.375 0.829 2.768 -0.253
H -2.414 -2.453 -4.193 0.187
C -2.501 -4.857 -5.424 -1.236
C -3.897 -1.861 -2.681 -0.678
C 2.496 5.983 2.140 -0.954
H 3.385 -1.795 0.713 0.281
N -0.337 4.280 1.663 -0.535
H 2.940 -0.147 1.164 0.273
H 0.091 -4.775 -3.087 0.329
H 0.263 -2.862 -1.451 0.553
C -1.118 -4.529 -4.865 -0.519
C -2.494 -1.941 -3.242 -0.453
H 4.934 0.915 2.128 0.334
H -0.097 2.857 -0.500 0.501
H 0.803 -1.613 0.462 0.107
H 5.449 0.329 3.701 0.387
H 0.160 -2.478 -3.192 0.393
H -2.904 -4.376 -2.559 0.516
H 2.376 5.387 1.237 0.210
H -2.045 -0.951 -3.323 0.443
C -0.954 -4.881 -3.385 -0.824
H 0.423 0.452 -0.582 0.420
H 3.771 0.825 3.462 0.252
H -1.176 -5.944 -3.266 0.501
N 0.003 2.809 4.053 -0.593
H 5.145 -1.594 2.179 0.312
H -4.421 -2.810 -2.807 0.217
H -4.468 -1.889 -0.565 0.352
H -3.544 -0.479 -1.050 0.394
```

Properties
Kohn-Sham gap = 0.322 Ha
E_HOMO = -11.017 eV
Electronic energy = -1252.9973 a.u.
Charge = +1
Lowest unoccupied orbital energy = -2.3 eV

> Among the records above, which one has the lowest Kohn-Sham gap?

C24H40N3O2